1.
Below is a cluster of 2 separate species, C9H14 in total at a distorted geometry, with properties calculated with ωB97M-V/def2-TZVPD.

```
23
Properties=species:S:1:pos:R:3:mulliken_charge:R:1
C 0.938 -0.843 -1.974 -1.440
C -0.764 0.867 -1.565 -0.230
C -0.428 -0.540 -1.575 0.781
C -1.927 1.399 -1.046 -0.581
C -2.738 0.502 -0.272 -0.140
C -1.388 -1.363 -1.060 -0.241
C -2.508 -0.868 -0.312 -0.668
H 0.035 1.630 -1.864 0.208
H -2.383 2.432 -1.115 0.296
H 1.538 -0.861 -1.086 0.212
H 1.575 -0.511 -2.797 0.388
H -3.450 1.127 0.325 0.290
H -1.289 -2.381 -1.380 0.355
H -2.996 -1.504 0.420 0.351
H 0.989 -1.894 -2.140 0.409
C 2.479 -0.024 1.945 -0.851
C 1.250 0.754 2.249 -0.745
H 3.331 0.533 1.586 0.299
H 2.826 -0.392 2.877 0.361
H 2.033 -1.012 1.541 0.182
H 1.546 1.769 2.486 0.285
H 0.822 0.342 3.159 0.295
H 0.509 0.837 1.600 0.184
```

Properties
SMILES ... Cc1ccccc1.CC
ΔE to the lowest compared entry with this formula, charge and spin ... 56.8 kcal/mol
LUMO energy ... 1.015 eV

2.
Below is a cluster of 2 separate species, C9H14 in total at a distorted geometry, with properties calculated with ωB97M-V/def2-TZVPD.

```
23
Properties=species:S:1:pos:R:3:mulliken_charge:R:1
C 2.563 2.428 -1.963 -0.671
C 1.346 3.265 -1.549 -0.905
H 2.326 2.026 -2.963 0.227
H 3.531 2.912 -1.993 0.375
H 2.660 1.551 -1.277 0.221
H 1.296 4.103 -2.119 0.416
H 1.317 3.585 -0.494 0.264
H 0.440 2.673 -1.729 0.221
C 1.144 0.404 0.278 -0.588
C -1.957 -1.670 -0.401 -0.575
C -2.127 -2.256 0.819 -0.553
C -0.943 -0.605 -0.491 -0.345
C -0.061 -0.373 0.585 0.777
C -1.251 -1.952 1.907 -0.263
C -0.169 -1.074 1.772 -0.539
H -2.589 -1.768 -1.276 0.354
H -2.992 -2.764 0.979 0.445
H -0.781 -0.030 -1.401 0.275
H -1.480 -2.436 2.936 0.239
H 2.185 -0.101 0.452 0.313
H 1.159 1.161 1.101 0.318
H 0.530 -0.852 2.577 0.372
H 1.122 0.931 -0.545 -0.376
```

Properties
SMILES ... Cc1ccccc1.CC
ΔE to the lowest compared entry with this formula, charge and spin ... 36.4 kcal/mol
LUMO energy ... 1.011 eV

3.
Below is a cluster of 2 separate species, C9H14 in total at a distorted geometry, with properties calculated with ωB97M-V/def2-TZVPD.

```
23
Properties=species:S:1:pos:R:3:mulliken_charge:R:1
C -1.223 2.158 -1.318 -0.706
C -0.913 1.639 -2.736 -0.848
H -0.488 2.810 -0.910 0.263
H -2.156 2.685 -1.475 0.321
H -1.443 1.564 -0.449 0.155
H -1.694 1.074 -3.338 0.254
H 0.047 1.159 -2.941 0.290
H -0.635 2.602 -3.332 0.277
C -1.656 -1.929 0.325 -1.202
C -0.362 0.019 1.494 -0.361
C -0.419 -1.007 0.406 0.809
C 0.888 0.393 1.995 -0.569
C 0.744 -1.294 -0.318 -0.437
C 2.011 0.119 1.172 -0.324
C 1.961 -0.822 0.133 -0.507
H -1.350 0.379 1.891 0.333
H 0.779 1.032 2.975 0.238
H -1.339 -2.939 0.613 0.341
H -2.055 -1.987 -0.761 0.276
H 0.679 -2.152 -1.010 0.341
H 3.001 0.583 1.177 0.343
H 2.901 -1.089 -0.298 0.391
H -2.440 -1.378 0.949 0.322
```

Properties
SMILES ... Cc1ccccc1.CC
ΔE to the lowest compared entry with this formula, charge and spin ... 48.9 kcal/mol
LUMO energy ... 0.997 eV

Which formula does entry 1 have?
C9H14

Repeat the third record exactly.
Below is a cluster of 2 separate species, C9H14 in total at a distorted geometry, with properties calculated with ωB97M-V/def2-TZVPD.

```
23
Properties=species:S:1:pos:R:3:mulliken_charge:R:1
C -1.223 2.158 -1.318 -0.706
C -0.913 1.639 -2.736 -0.848
H -0.488 2.810 -0.910 0.263
H -2.156 2.685 -1.475 0.321
H -1.443 1.564 -0.449 0.155
H -1.694 1.074 -3.338 0.254
H 0.047 1.159 -2.941 0.290
H -0.635 2.602 -3.332 0.277
C -1.656 -1.929 0.325 -1.202
C -0.362 0.019 1.494 -0.361
C -0.419 -1.007 0.406 0.809
C 0.888 0.393 1.995 -0.569
C 0.744 -1.294 -0.318 -0.437
C 2.011 0.119 1.172 -0.324
C 1.961 -0.822 0.133 -0.507
H -1.350 0.379 1.891 0.333
H 0.779 1.032 2.975 0.238
H -1.339 -2.939 0.613 0.341
H -2.055 -1.987 -0.761 0.276
H 0.679 -2.152 -1.010 0.341
H 3.001 0.583 1.177 0.343
H 2.901 -1.089 -0.298 0.391
H -2.440 -1.378 0.949 0.322
```

Properties
SMILES ... Cc1ccccc1.CC
ΔE to the lowest compared entry with this formula, charge and spin ... 48.9 kcal/mol
LUMO energy ... 0.997 eV

The lowest LUMO energy belongs to which entry?
number 3